No. 1
DFT (ωB97M-V/def2-TZVPD) results for a cluster of 2 separate species, C3H9N3OP in total at a distorted geometry.

```
17
Properties=species:S:1:pos:R:3:mulliken_charge:R:1
C -2.064 -0.544 -0.320 -1.275
C -0.785 -0.384 0.448 -0.478
C 1.749 -0.174 0.338 -0.222
N 3.894 1.524 0.225 -0.204
N 2.784 1.587 -0.120 0.055
N 0.409 0.089 -0.330 -0.287
O 4.034 -1.322 0.399 -0.377
P 2.956 -1.292 -0.567 0.333
H -1.782 -1.217 -1.245 0.333
H -2.708 -0.951 0.391 0.363
H -2.486 0.288 -0.649 0.436
H -0.510 -1.335 0.846 0.386
H -0.737 0.404 1.262 0.424
H 1.397 -0.195 1.420 0.425
H 4.433 2.293 0.232 0.266
H 0.330 -0.150 -1.385 0.425
H 0.279 1.125 -0.485 0.397
```

## Properties
HOMO energy (spin up / spin down) in eV: -12.91 / -12.91
Gap between HOMO and LUMO (spin up / spin down) in eV: 8.1 / 8.1
DFT total energy in Ha: -700.15323
LUMO (spin up / spin down) in hartree: -0.1769 / -0.1767
Energy relative to the best compared isomer or geometry (same formula, charge and spin) in kJ/mol: 406.7
Net charge: +1

---

No. 2
DFT (ωB97M-V/def2-TZVPD) results for a structure of composition C21H13BiBrF6N3O5PS.

```
52
Properties=species:S:1:pos:R:3:mulliken_charge:R:1
Bi 0.430 0.408 -1.302 1.264
O 1.812 -4.126 -1.543 -0.621
C 0.661 -4.637 -2.002 0.228
C 0.660 -6.000 -2.316 -0.644
C -0.484 -6.617 -2.774 -0.289
C -1.664 -5.893 -2.920 -0.725
C -1.677 -4.548 -2.611 -0.412
C -0.527 -3.898 -2.159 0.169
C -0.549 -2.445 -1.885 1.154
O 0.590 -1.837 -1.740 -1.002
N -1.705 -1.848 -1.828 -0.748
N -1.633 -0.501 -1.575 0.282
C -2.760 0.128 -1.543 -0.235
C -2.992 1.522 -1.324 0.573
C -4.289 2.003 -1.599 -0.766
C -4.631 3.318 -1.419 -0.705
C -3.668 4.203 -0.914 -0.350
C -2.411 3.762 -0.592 -0.623
C -2.018 2.417 -0.802 0.454
O -0.811 2.072 -0.479 -0.584
H 1.710 -3.160 -1.429 0.357
H 1.590 -6.539 -2.187 0.427
H -0.464 -7.672 -3.018 0.361
H -2.565 -6.384 -3.265 0.376
H -2.583 -3.967 -2.709 0.424
H -3.632 -0.497 -1.730 0.335
H -5.017 1.296 -1.982 0.332
H -5.627 3.664 -1.659 0.378
H -3.917 5.250 -0.781 0.368
H -1.661 4.421 -0.175 0.439
F 3.386 1.220 -1.592 -0.339
P 3.256 2.855 -1.518 1.229
F 4.573 2.902 -0.582 -0.378
F 4.164 2.982 -2.835 -0.382
F 1.917 2.780 -2.439 -0.368
F 2.320 2.649 -0.189 -0.361
F 3.095 4.446 -1.409 -0.377
S -0.875 -0.374 1.829 -0.248
C 0.452 -0.113 0.964 0.184
Br 5.085 3.364 4.091 -0.193
C 5.107 1.868 2.942 -0.043
C 6.319 1.337 2.528 -0.118
N 6.396 0.294 1.709 -0.661
C 5.270 -0.231 1.254 -0.275
C 4.011 0.236 1.625 0.321
C 3.926 1.310 2.501 -0.303
C 2.820 -0.349 0.985 0.464
O 2.832 -1.087 0.037 -0.533
O 1.658 -0.003 1.614 -0.288
H 7.256 1.767 2.859 0.380
H 5.353 -1.060 0.562 0.481
H 2.967 1.712 2.794 0.589
```

## Properties
HOMO energy in eV: -5.57
Gap between HOMO and LUMO in eV: 7.4
DFT total energy in Ha: -5476.24966
LUMO in hartree: 0.0669
Energy relative to the best compared isomer or geometry (same formula, charge and spin) in kJ/mol: 15.6
Net charge: -1

---

No. 3
DFT (ωB97M-V/def2-TZVPD) results for a cluster of 2 separate species, C4H14N3OP in total at a distorted geometry.

```
23
Properties=species:S:1:pos:R:3:mulliken_charge:R:1
C 1.666 0.338 1.342 -0.846
N 1.354 -0.836 0.505 -0.294
P 2.016 -1.061 -1.094 0.192
N 3.655 -0.891 -0.773 -0.643
O 1.792 0.463 -1.692 -0.479
H 2.710 -0.006 1.905 0.275
H 1.689 1.348 0.815 0.229
H 0.771 0.368 2.114 0.372
H 0.288 -0.982 0.562 0.246
H 3.910 -1.644 -0.125 0.305
H 3.680 -0.041 -0.143 0.331
H 1.205 0.486 -2.446 0.317
C -2.302 -1.040 0.270 -0.442
N -2.234 0.126 0.760 -0.420
C -1.620 1.170 -0.013 0.179
C -2.701 2.171 -0.287 -1.172
H -1.924 -1.386 -0.623 0.391
H -2.789 -1.895 0.813 0.235
H -1.104 0.775 -0.954 0.187
H -0.913 1.695 0.577 0.125
H -3.065 2.443 0.691 0.364
H -2.253 3.002 -0.974 0.308
H -3.628 1.645 -0.801 0.242
```

## Properties
SMILES string: CNP(N)O.C=NCC
HOMO energy in eV: -9.22
Gap between HOMO and LUMO in eV: 10.0
DFT total energy in Ha: -741.62466
LUMO in hartree: 0.0276
Energy relative to the best compared isomer or geometry (same formula, charge and spin) in kJ/mol: 252.0

---

No. 4
DFT (ωB97M-V/def2-TZVPD) results for a structure of composition C14H23Br2N4O7P2Ru at a distorted geometry.

```
53
Properties=species:S:1:pos:R:3:mulliken_charge:R:1
Ru -0.684 -1.136 0.371 1.829
N -3.782 3.160 0.224 -0.298
C -2.417 2.987 0.871 0.668
C -2.049 4.306 1.539 -1.858
P -2.667 1.651 2.176 0.697
O -3.888 0.895 1.379 -0.695
O -3.189 2.397 3.360 -0.870
O -1.569 0.664 2.275 -0.468
P -1.217 2.603 -0.511 0.901
O -2.082 3.526 -1.647 -0.677
O 0.048 3.329 -0.229 -0.892
O -1.326 1.198 -0.953 -0.506
H -4.342 3.820 0.758 0.326
H -4.228 2.226 0.261 0.356
H -3.632 3.470 -0.745 0.395
H -2.790 4.558 2.300 0.511
H -1.939 5.101 0.796 0.458
H -1.085 4.190 2.027 0.301
H -3.723 -0.065 1.392 0.325
H -1.645 3.428 -2.498 0.350
Br -1.152 -3.956 1.801 -0.212
C -1.474 -4.824 -0.043 -0.573
Br -1.076 -3.755 -1.552 -0.067
H -2.519 -5.102 -0.047 0.343
H -0.791 -5.662 -0.039 0.342
O -2.365 -1.290 0.319 -1.077
N 2.088 0.324 3.347 -0.074
C 2.306 -0.997 3.684 -0.613
C 1.515 -1.717 2.843 -1.069
N 0.827 -0.866 2.020 0.905
C 1.185 0.350 2.342 -0.570
H 2.511 1.131 3.764 0.216
H 2.988 -1.290 4.462 0.397
H 1.387 -2.783 2.767 0.348
H 0.820 1.246 1.870 0.391
C 0.247 -0.044 -3.368 -1.047
C 1.542 -0.698 -2.996 1.117
C 2.557 -0.828 -3.924 -0.614
C 3.779 -1.441 -3.639 -0.732
C 3.955 -1.942 -2.346 -0.591
C 2.977 -1.836 -1.380 1.136
C 3.191 -2.382 -0.003 -1.115
C 1.703 -1.200 -1.653 -0.713
N 0.775 -1.168 -0.729 -0.585
H 0.247 0.234 -4.427 0.355
H 0.072 0.842 -2.759 -0.106
H -0.608 -0.696 -3.163 0.139
H 2.375 -0.433 -4.922 0.246
H 4.554 -1.531 -4.392 0.314
H 4.887 -2.435 -2.076 0.245
H 4.171 -2.862 0.084 0.327
H 2.408 -3.104 0.258 0.084
H 3.123 -1.591 0.748 0.001
```

## Properties
HOMO energy (spin up / spin down) in eV: 1.42 / 0.71
Gap between HOMO and LUMO (spin up / spin down) in eV: 3.1 / 3.8
DFT total energy in Ha: -7218.71216
LUMO (spin up / spin down) in hartree: 0.1670 / 0.1671
Expectation value of S²: 0.7853
2S+1: 2
Net charge: -2

---

No. 5
DFT (ωB97M-V/def2-TZVPD) results for the molecule C11H18O4.

```
33
Properties=species:S:1:pos:R:3:mulliken_charge:R:1
C -4.542 -0.759 0.779 -1.221
C -3.689 0.412 0.303 -0.440
C -2.248 0.357 0.813 -0.575
C -1.406 -0.771 0.211 -0.574
C -1.014 -0.535 -1.251 -1.041
C 0.255 0.300 -1.447 0.285
C 1.554 -0.393 -1.001 -1.146
C 2.391 0.758 -0.452 0.760
C 3.287 0.428 0.734 -1.079
C 4.526 -0.320 0.309 0.604
O 4.897 -0.475 -0.822 -0.561
O 5.192 -0.804 1.363 -0.443
C 1.336 1.804 -0.094 0.121
O 1.491 2.757 0.613 -0.612
O 0.185 1.516 -0.697 -0.338
H -5.573 -0.631 0.456 0.379
H -4.530 -0.822 1.865 0.293
H -4.179 -1.702 0.376 0.307
H -4.140 1.340 0.661 0.358
H -3.701 0.446 -0.788 0.243
H -1.762 1.310 0.602 0.213
H -2.272 0.230 1.898 0.397
H -1.961 -1.708 0.277 0.467
H -0.507 -0.890 0.818 0.275
H -1.836 -0.037 -1.765 0.431
H -0.838 -1.490 -1.751 0.306
H 0.328 0.585 -2.506 0.388
H 2.038 -0.908 -1.826 0.360
H 1.345 -1.120 -0.215 0.365
H 3.016 1.187 -1.244 0.359
H 2.762 -0.163 1.487 0.368
H 3.600 1.359 1.215 0.400
H 5.998 -1.262 1.077 0.352
```

## Properties
SMILES string: CCCCC[C@@H]1C[C@H](CC(=O)O)C(=O)O1
HOMO energy in eV: -10.32
Gap between HOMO and LUMO in eV: 10.9
DFT total energy in Ha: -730.95617
LUMO in hartree: 0.0230
Energy relative to the best compared isomer or geometry (same formula, charge and spin) in kJ/mol: 30.1

---

No. 6
DFT (ωB97M-V/def2-TZVPD) results for the molecule C2H3FN2O4 at a distorted geometry.

```
12
Properties=species:S:1:pos:R:3:mulliken_charge:R:1
C -0.482 -2.169 0.662 -0.516
O 0.182 -0.842 0.816 -0.325
N -0.073 0.106 -0.059 0.802
O -1.044 -0.099 -0.816 -0.685
C 0.678 1.212 0.036 0.181
F 1.679 1.263 0.938 -0.187
N 0.432 2.291 -0.856 0.965
O 0.243 2.060 -2.022 -0.499
O 0.388 3.330 -0.293 -0.541
H -0.595 -2.643 1.628 0.245
H -1.405 -1.767 0.134 0.294
H -0.003 -2.742 -0.167 0.266
```

## Properties
SMILES string: CO/[N+]([O-])=C(\F)[N+](=O)[O-]
HOMO energy in eV: -9.73
Gap between HOMO and LUMO in eV: 9.0
DFT total energy in Ha: -588.05371
LUMO in hartree: -0.0273
Energy relative to the best compared isomer or geometry (same formula, charge and spin) in kJ/mol: 191.8

---

No. 7
DFT (ωB97M-V/def2-TZVPD) results for a cluster of 2 separate species, C9H14 in total.

```
23
Properties=species:S:1:pos:R:3:mulliken_charge:R:1
C 2.048 -0.663 2.216 -1.314
C -0.168 -1.878 2.343 -1.145
C 0.588 -0.770 1.907 0.537
C -1.534 -1.916 2.120 0.365
C -2.134 -0.899 1.356 -1.233
C 0.037 0.066 0.892 -0.723
C -1.319 0.013 0.641 0.173
H 0.316 -2.647 2.930 0.146
H -2.219 -2.656 2.506 0.516
H 2.346 -1.007 3.205 0.428
H 2.411 0.363 2.145 0.377
H -3.209 -0.786 1.216 0.336
H 0.701 0.618 0.230 -0.057
H -1.761 0.544 -0.198 0.360
H 2.670 -1.209 1.470 0.331
C -0.558 1.333 -3.241 -0.787
C 0.845 1.879 -2.973 -1.036
H -0.984 1.903 -4.059 0.347
H -0.521 0.287 -3.532 0.352
H -1.214 1.380 -2.371 0.102
H 1.470 1.675 -3.849 0.323
H 0.853 2.961 -2.836 0.286
H 1.337 1.410 -2.117 0.316
```

## Properties
HOMO energy (spin up / spin down) in eV: 1.01 / -3.75
Gap between HOMO and LUMO (spin up / spin down) in eV: 2.8 / 7.4
DFT total energy in Ha: -351.26861
LUMO (spin up / spin down) in hartree: 0.1391 / 0.1327
Energy relative to the best compared isomer or geometry (same formula, charge and spin) in kJ/mol: 28.1
Expectation value of S²: 0.7571
2S+1: 2
Net charge: -1

---

No. 8
DFT (ωB97M-V/def2-TZVPD) results for a structure of composition C42H59N3O4OsP2S2 at a distorted geometry.

```
113
Properties=species:S:1:pos:R:3:mulliken_charge:R:1
Os 0.289 -0.167 0.119 2.268
C -2.478 0.514 2.730 -1.283
C -3.177 -0.307 1.630 1.069
C -4.144 -1.304 2.275 -1.545
P -2.044 -0.893 0.304 0.718
C -3.144 -0.806 -1.172 1.163
C -4.700 -0.712 -0.953 -1.248
C -2.782 -1.729 -2.284 -1.446
C -1.734 -2.667 0.493 -0.717
C -2.714 -3.662 0.387 -0.113
C -2.419 -5.047 0.264 0.499
C -3.555 -6.098 0.242 -1.375
C -1.081 -5.387 0.248 -0.970
C -0.116 -4.433 0.420 0.414
C -0.412 -3.070 0.569 -0.880
N 0.547 -2.048 0.788 -0.137
C 1.715 -2.385 1.433 -0.681
C 1.864 -3.292 2.458 -0.404
C 3.139 -3.550 2.902 -0.935
C 4.279 -3.045 2.417 0.522
C 5.541 -3.323 3.076 -1.570
C 4.159 -2.057 1.450 -0.383
C 2.917 -1.818 0.889 0.032
P 2.519 -0.590 -0.503 -0.469
C 2.687 -1.592 -2.113 1.569
C 2.059 -2.981 -1.874 -1.306
C 4.103 -1.739 -2.585 -2.037
C 3.720 0.747 -0.632 0.456
C 3.226 1.737 -1.676 -1.402
C 4.065 1.473 0.740 -0.781
H -3.242 1.184 3.320 0.236
H -2.014 -0.088 3.495 0.375
H -1.682 1.104 2.440 -0.159
H -3.753 0.468 1.092 0.041
H -3.778 -1.849 3.129 0.346
H -4.990 -0.657 2.610 0.403
H -4.558 -2.020 1.490 0.212
H -2.985 0.227 -1.555 0.143
H -5.141 -1.468 -0.249 0.139
H -4.944 0.273 -0.451 0.292
H -5.150 -0.800 -1.990 0.414
H -3.074 -2.790 -2.118 0.245
H -3.256 -1.437 -3.223 0.593
H -1.694 -1.695 -2.422 -0.030
H -3.819 -3.427 0.313 0.174
H -4.384 -5.706 0.912 0.340
H -4.018 -6.238 -0.734 0.292
H -3.170 -7.078 0.607 0.360
H -0.683 -6.423 0.146 0.329
H 0.965 -4.654 0.506 0.384
H 0.982 -3.752 2.812 0.726
H 3.106 -4.147 3.765 0.412
H 5.357 -3.718 4.068 0.370
H 6.000 -4.187 2.547 0.293
H 6.311 -2.553 3.071 0.389
H 5.129 -1.602 1.156 0.369
H 2.165 -1.047 -2.839 -0.155
H 2.522 -3.612 -1.096 0.268
H 0.952 -3.048 -1.740 -0.094
H 2.259 -3.624 -2.796 0.550
H 4.707 -2.391 -1.952 0.303
H 4.059 -2.305 -3.459 0.654
H 4.544 -0.784 -2.795 0.403
H 4.666 0.304 -1.035 0.652
H 2.404 2.341 -1.272 -0.028
H 3.994 2.472 -2.011 0.438
H 2.869 1.221 -2.553 0.388
H 3.186 2.221 1.065 -0.053
H 4.372 0.702 1.493 0.230
H 4.971 2.111 0.622 0.466
S 0.881 0.762 2.053 -0.350
C -3.545 5.044 5.045 -1.520
C -2.446 4.687 4.137 1.114
C -2.243 5.496 3.004 -0.894
C -1.103 5.498 2.229 -0.588
C -0.068 4.652 2.663 0.188
C -0.235 3.808 3.728 0.043
C -1.427 3.812 4.503 -1.127
S 1.519 4.798 1.937 1.228
O 1.752 6.181 1.609 -0.739
O 2.454 4.008 2.655 -0.678
N 1.382 3.950 0.552 0.407
C 0.574 4.435 -0.581 -1.273
C -0.820 3.895 -0.672 -0.383
C -1.030 2.374 -0.652 -0.068
O -2.181 1.976 -0.435 -0.541
O 0.073 1.688 -0.714 1.261
H -4.469 4.568 4.646 0.287
H -3.668 6.133 5.115 0.392
H -3.361 4.723 6.059 0.406
H -3.065 6.199 2.816 0.331
H -0.979 6.004 1.292 0.665
H 0.600 3.180 4.038 0.497
H -1.555 3.285 5.451 0.339
H 1.264 2.991 0.867 -0.694
H 0.976 4.151 -1.558 0.134
H 0.598 5.539 -0.589 0.543
H -1.300 4.286 -1.537 0.596
H -1.381 4.309 0.197 0.034
N 0.097 2.459 -4.114 -0.409
C 0.081 1.257 -4.817 0.021
C -0.026 0.005 -4.144 0.223
C -0.021 -1.170 -4.912 -0.062
C -0.013 -1.203 -6.315 -0.848
C 0.094 0.036 -6.976 -0.542
C 0.079 1.182 -6.232 -0.456
H 0.267 2.482 -3.102 -0.077
H 0.531 3.221 -4.619 0.264
H 0.063 0.044 -3.044 0.243
H -0.167 -2.116 -4.351 0.286
H -0.095 -2.141 -6.867 0.400
H 0.221 0.047 -8.074 0.334
H 0.174 2.165 -6.705 0.276
```

## Properties
HOMO energy (spin up / spin down) in eV: -6.39 / -7.59
Gap between HOMO and LUMO (spin up / spin down) in eV: 6.9 / 6.0
DFT total energy in Ha: -3670.73994
LUMO (spin up / spin down) in hartree: 0.0186 / -0.0600
Energy relative to the best compared isomer or geometry (same formula, charge and spin) in kJ/mol: 122.2
Expectation value of S²: 6.0264
2S+1: 5

---

Among the records above, which one has the lowest DFT total energy? C14H23Br2N4O7P2Ru